This record from the OMol25 dataset describes a structure of composition C36H33CoF6N6O4Sb at a distorted geometry. The level of theory is ωB97M-V with the def2-TZVPD basis set.

```
! RIJCOSX wB97M-V def2-TZVPD def2/J DEFGRID3
* xyz -1 1
Co 1.205 0.748 0.128
C -1.610 -5.100 0.600
C -0.661 -3.966 0.317
C 0.642 -3.984 0.817
C 1.508 -2.943 0.565
C 1.124 -1.846 -0.215
N 2.000 -0.775 -0.432
C 3.257 -1.005 -0.933
C 3.531 -2.148 -1.709
C 4.797 -2.437 -2.169
C 5.864 -1.579 -1.917
C 7.254 -1.900 -2.400
C 5.594 -0.404 -1.237
C 4.327 -0.107 -0.747
N 4.137 1.103 -0.045
C 5.074 1.850 0.584
C 4.453 2.959 1.101
C 3.110 2.819 0.743
N 2.941 1.703 0.055
C -0.186 -1.830 -0.715
C -1.060 -2.875 -0.433
N -0.612 -0.764 -1.543
C -1.647 -0.741 -2.410
C -1.649 0.489 -3.024
C -0.567 1.178 -2.460
N 0.046 0.408 -1.578
H -1.109 -6.061 0.479
H -2.472 -5.066 -0.065
H -1.978 -5.046 1.628
H 0.971 -4.816 1.429
H 2.508 -2.945 0.977
H 2.714 -2.820 -1.934
H 4.965 -3.337 -2.749
H 7.431 -2.975 -2.374
H 8.006 -1.413 -1.779
H 7.400 -1.561 -3.429
H 6.397 0.309 -1.098
H 6.101 1.537 0.639
H 4.895 3.757 1.668
H 2.272 3.464 0.942
H -2.084 -2.825 -0.783
H -2.306 -1.580 -2.537
H -2.334 0.849 -3.770
H -0.202 2.173 -2.656
O 1.926 0.676 4.169
C 1.563 1.014 3.056
O 1.669 0.314 1.983
H 1.074 2.008 2.928
C -4.328 -3.858 2.214
C -4.349 -2.551 1.463
C -4.858 -2.523 0.167
C -4.934 -1.329 -0.529
C -4.489 -0.156 0.052
C -3.952 -0.170 1.338
N -3.498 1.010 1.947
C -3.372 2.208 1.196
C -4.492 3.008 1.006
C -4.386 4.212 0.328
C -3.159 4.637 -0.163
C -2.038 3.846 0.015
C -2.135 2.633 0.692
C -0.937 1.747 0.740
O -1.036 0.509 0.855
O 0.214 2.266 0.564
C -3.884 -1.377 2.057
C -3.341 -1.392 3.463
H -4.796 -4.644 1.622
H -4.869 -3.780 3.159
H -3.305 -4.166 2.443
H -5.204 -3.444 -0.290
H -5.346 -1.307 -1.531
H -4.539 0.778 -0.494
H -2.664 0.838 2.488
H -5.445 2.670 1.394
H -5.267 4.828 0.193
H -3.077 5.581 -0.686
H -1.075 4.151 -0.378
H -2.500 -0.711 3.589
H -2.988 -2.381 3.741
H -4.118 -1.092 4.174
F 1.359 3.289 -1.794
Sb 1.991 5.067 -2.062
F 3.767 4.413 -1.862
F 2.007 4.692 -3.928
F 2.637 6.814 -2.435
F 0.181 5.651 -2.199
F 1.946 5.528 -0.218
*
```

For the energy above the lowest of the compared OMol25 structures with the same formula, charge and spin, the calculation gives 15.20 kcal per mole. As for the energy: -4243.66124 hartree. The value obtained for the gap between HOMO and LUMO (alpha / beta) is 0.2492 / 0.2426 Eh.